No. 1
{"formula": "C42H75N6O12P3", "method": "ωB97M-V/def2-TZVPD", "species": ["C", "C", "O", "P", "O", "O", "C", "C", "O", "C", "C", "H", "H", "H", "H", "H", "H", "H", "H", "H", "H", "H", "H", "H", "H", "H", "C", "C", "O", "P", "O", "O", "C", "C", "O", "C", "C", "H", "H", "H", "H", "H", "H", "H", "H", "H", "H", "H", "H", "H", "H", "H", "C", "C", "O", "P", "O", "O", "C", "C", "O", "C", "C", "H", "H", "H", "H", "H", "H", "H", "H", "H", "H", "H", "H", "H", "H", "H", "C", "C", "C", "N", "C", "H", "H", "H", "H", "H", "C", "C", "C", "N", "C", "H", "H", "H", "H", "H", "C", "C", "C", "N", "C", "H", "H", "H", "H", "H", "C", "C", "C", "N", "C", "H", "H", "H", "H", "H", "C", "C", "C", "N", "C", "H", "H", "H", "H", "H", "C", "C", "C", "N", "C", "H", "H", "H", "H", "H"], "positions_angstrom": [[-2.342, 6.510, 3.141], [-1.377, 7.263, 2.198], [-2.080, 8.295, 1.565], [-2.397, 8.025, -0.051], [-1.408, 7.172, -0.872], [-2.552, 9.562, -0.730], [-3.573, 10.497, -0.480], [-3.312, 11.341, 0.799], [-3.964, 7.515, 0.091], [-4.832, 7.202, -1.051], [-4.487, 5.842, -1.691], [-2.226, 5.434, 3.008], [-2.198, 6.760, 4.192], [-3.395, 6.670, 2.912], [-0.485, 7.676, 2.669], [-0.822, 6.508, 1.641], [-3.580, 11.189, -1.323], [-4.534, 9.989, -0.555], [-4.151, 12.035, 0.750], [-3.350, 10.802, 1.746], [-2.358, 11.841, 0.633], [-5.788, 7.178, -0.530], [-4.744, 8.035, -1.750], [-4.563, 5.008, -0.993], [-5.114, 5.637, -2.559], [-3.567, 5.904, -2.271], [6.511, 4.991, 1.696], [7.983, 4.516, 1.862], [8.205, 4.393, 3.207], [8.003, 3.150, 4.235], [9.276, 2.464, 4.653], [7.270, 3.951, 5.551], [7.639, 5.230, 6.028], [8.915, 5.289, 6.912], [6.899, 2.236, 3.480], [6.279, 1.095, 4.117], [6.247, 0.057, 2.981], [5.795, 4.236, 1.371], [6.061, 5.473, 2.564], [6.359, 5.662, 0.851], [8.026, 3.541, 1.376], [8.826, 5.052, 1.428], [7.555, 5.985, 5.246], [6.922, 5.566, 6.776], [9.652, 4.502, 6.754], [9.370, 6.280, 6.912], [8.734, 5.122, 7.974], [6.915, 0.467, 4.742], [5.371, 1.404, 4.634], [6.182, -0.965, 3.355], [5.318, 0.181, 2.425], [7.203, 0.134, 2.463], [3.988, -8.565, 0.066], [2.457, -8.486, 0.066], [2.052, -8.372, -1.285], [0.516, -8.159, -1.634], [-0.070, -6.981, -0.915], [0.493, -8.004, -3.310], [1.143, -6.808, -3.839], [0.171, -6.230, -4.803], [-0.198, -9.544, -1.245], [-1.523, -9.842, -1.552], [-1.690, -11.370, -1.933], [4.292, -9.142, -0.807], [4.457, -7.582, 0.030], [4.423, -9.160, 0.869], [1.945, -9.303, 0.576], [2.279, -7.533, 0.564], [1.299, -6.061, -3.061], [2.036, -7.188, -4.334], [-0.790, -5.978, -4.355], [0.519, -5.277, -5.201], [0.005, -6.972, -5.583], [-2.088, -9.598, -0.652], [-1.956, -9.175, -2.297], [-1.153, -11.638, -2.842], [-1.459, -11.989, -1.066], [-2.768, -11.396, -2.092], [2.019, 1.587, -5.547], [2.292, 2.793, -6.215], [1.578, 3.786, -5.560], [0.885, 3.217, -4.470], [1.154, 1.892, -4.567], [2.226, 0.573, -5.856], [2.872, 2.995, -7.103], [1.535, 4.850, -5.742], [0.290, 3.615, -3.758], [0.542, 1.235, -3.966], [-8.033, 1.938, 3.239], [-7.363, 0.695, 3.162], [-6.687, 0.551, 4.352], [-6.886, 1.639, 5.070], [-7.606, 2.585, 4.427], [-8.550, 2.352, 2.386], [-7.458, 0.022, 2.322], [-6.217, -0.382, 4.627], [-6.635, 1.775, 6.039], [-7.642, 3.576, 4.855], [-5.051, -5.062, 3.537], [-5.320, -5.920, 4.642], [-6.374, -6.783, 4.119], [-6.525, -6.425, 2.778], [-5.807, -5.373, 2.426], [-4.416, -4.188, 3.515], [-4.783, -5.882, 5.579], [-6.841, -7.612, 4.631], [-7.137, -6.847, 2.094], [-5.737, -5.068, 1.392], [-2.044, 0.578, 0.080], [-0.776, 0.232, 0.612], [-0.569, -1.084, 0.328], [-1.707, -1.603, -0.265], [-2.682, -0.594, -0.407], [-2.322, 1.617, 0.183], [-0.119, 0.836, 1.220], [0.137, -1.863, 0.573], [-1.722, -2.580, -0.518], [-3.624, -0.772, -0.904], [-5.582, -2.930, -4.825], [-5.758, -4.244, -4.263], [-7.044, -4.735, -4.606], [-7.607, -3.695, -5.399], [-6.691, -2.661, -5.561], [-4.740, -2.256, -4.773], [-4.959, -4.803, -3.799], [-7.554, -5.686, -4.540], [-8.517, -3.762, -5.833], [-6.930, -1.903, -6.292], [7.943, -2.679, -3.776], [6.964, -2.766, -2.774], [5.924, -1.878, -3.133], [6.363, -1.196, -4.248], [7.548, -1.683, -4.687], [8.860, -3.248, -3.749], [7.028, -3.256, -1.813], [5.048, -1.559, -2.587], [6.017, -0.324, -4.622], [8.090, -1.189, -5.480]], "spin_multiplicity": 1, "homo_energy_ev": -8.03, "charge": 0, "energy_ev": -106148.0899, "smiles": "CCOP(=O)(OCC)OCC.CCOP(=O)(OCC)OCC.CCOP(=O)(OCC)OCC.c1cc[nH]c1.c1cc[nH]c1.c1cc[nH]c1.c1cc[nH]c1.c1cc[nH]c1.c1cc[nH]c1", "relative_energy_kcal_mol": 129.94}

No. 2
{"formula": "C42H77BN8O8", "method": "ωB97M-V/def2-TZVPD", "species": ["H", "N", "C", "C", "C", "C", "C", "C", "C", "N", "C", "C", "C", "O", "O", "C", "C", "C", "C", "C", "C", "C", "C", "C", "C", "C", "C", "C", "C", "C", "C", "B", "O", "N", "C", "C", "C", "O", "C", "N", "H", "H", "H", "H", "H", "H", "H", "H", "H", "H", "H", "H", "H", "H", "H", "H", "H", "H", "H", "H", "H", "H", "H", "H", "H", "H", "H", "H", "H", "H", "H", "H", "H", "H", "H", "H", "H", "H", "H", "H", "H", "H", "H", "H", "H", "H", "H", "H", "C", "N", "C", "C", "O", "H", "H", "H", "H", "H", "H", "H", "C", "N", "C", "C", "O", "H", "H", "H", "H", "H", "H", "H", "C", "N", "C", "C", "O", "H", "H", "H", "H", "H", "H", "H", "C", "N", "C", "C", "O", "H", "H", "H", "H", "H", "H", "H"], "positions_angstrom": [[-2.018, 4.653, -7.288], [-2.798, 4.775, -6.604], [-2.295, 4.934, -5.308], [-3.432, 5.170, -4.126], [-0.675, 4.886, -5.056], [-0.159, 3.697, -4.055], [0.063, 4.241, -2.512], [0.929, 3.438, -1.392], [1.049, 4.028, 0.093], [0.531, 5.277, 0.716], [-0.250, 5.973, -0.343], [-0.568, 5.596, -1.868], [-1.067, 2.356, -3.808], [-2.381, 2.150, -3.700], [-0.114, 1.211, -3.631], [1.082, 1.277, -4.530], [0.840, 0.528, -5.971], [0.473, -1.067, -5.873], [-1.049, -1.383, -5.323], [-1.256, -3.029, -5.493], [-0.520, -3.900, -4.302], [-1.616, -4.509, -3.197], [-1.373, -3.766, -1.719], [-2.835, -3.588, -0.961], [-2.629, -3.888, 0.656], [-1.853, -2.627, 1.417], [-0.684, -3.158, 2.482], [0.541, -3.939, 1.707], [2.044, -3.603, 2.359], [2.761, -2.336, 1.536], [4.380, -2.533, 1.333], [2.514, 0.657, -3.947], [3.644, 0.614, -4.896], [2.506, 0.152, -2.517], [3.845, 0.301, -1.828], [1.934, -1.245, -2.398], [1.116, 2.926, -4.807], [2.424, 3.601, -4.838], [2.799, 3.636, -6.291], [2.943, 3.621, -7.600], [-3.204, 4.579, -3.136], [-3.545, 6.320, -3.899], [-4.457, 4.801, -4.571], [-0.379, 5.959, -4.626], [-0.175, 4.859, -6.140], [1.461, 2.426, -1.676], [1.670, 3.348, 0.857], [-0.725, 7.006, 0.029], [-1.253, 6.294, -2.526], [1.770, 0.611, -6.715], [-0.060, 1.037, -6.568], [1.234, -1.721, -5.272], [0.501, -1.483, -6.991], [-1.789, -0.872, -6.094], [-1.234, -1.073, -4.209], [-2.391, -3.338, -5.486], [-0.806, -3.424, -6.519], [0.113, -4.810, -4.735], [0.243, -3.271, -3.654], [-2.714, -4.234, -3.511], [-1.456, -5.677, -3.127], [-0.928, -2.688, -1.828], [-0.668, -4.467, -1.088], [-3.570, -4.404, -1.412], [-3.302, -2.508, -1.146], [-1.940, -4.852, 0.773], [-3.671, -4.130, 1.171], [-1.276, -1.999, 0.605], [-2.636, -1.926, 1.933], [-1.145, -3.865, 3.325], [-0.233, -2.184, 2.963], [0.485, -3.589, 0.570], [0.385, -5.104, 1.690], [2.757, -4.539, 2.247], [1.962, -3.255, 3.480], [2.283, -2.349, 0.458], [2.540, -1.303, 2.050], [4.916, -1.739, 2.007], [4.643, -2.317, 0.194], [4.742, -3.626, 1.570], [4.205, -0.179, -4.579], [4.724, 0.650, -2.518], [4.198, -0.676, -1.246], [3.717, 1.140, -1.001], [1.007, -1.289, -3.139], [2.736, -2.083, -2.616], [1.488, -1.350, -1.310], [0.828, 2.933, -5.966], [-2.249, 5.489, 2.633], [-3.656, 5.798, 2.485], [-4.411, 6.194, 3.656], [-4.299, 5.727, 1.267], [-5.482, 5.974, 1.074], [-2.141, 4.660, 3.338], [-1.732, 6.371, 3.022], [-1.804, 5.206, 1.675], [-5.234, 5.489, 3.804], [-4.827, 7.193, 3.490], [-3.771, 6.205, 4.543], [-3.633, 5.416, 0.446], [4.090, -6.247, 6.276], [2.683, -5.938, 6.127], [1.928, -5.542, 7.298], [2.040, -6.009, 4.910], [0.857, -5.762, 4.716], [4.198, -7.077, 6.980], [4.607, -5.365, 6.665], [4.535, -6.530, 5.317], [1.105, -6.247, 7.446], [1.512, -4.544, 7.132], [2.568, -5.531, 8.185], [2.706, -6.320, 4.088], [-2.328, -7.231, 5.053], [-2.163, -8.448, 5.821], [-3.267, -9.384, 5.889], [-0.994, -8.743, 6.487], [-0.790, -9.752, 7.151], [-3.163, -6.659, 5.469], [-2.545, -7.494, 4.014], [-1.422, -6.618, 5.086], [-3.556, -9.518, 6.936], [-2.940, -10.348, 5.487], [-4.122, -9.017, 5.315], [-0.221, -7.965, 6.368], [2.808, 8.838, 2.406], [1.409, 9.206, 2.474], [1.057, 10.611, 2.476], [0.404, 8.265, 2.538], [-0.794, 8.509, 2.597], [3.329, 9.262, 3.269], [3.236, 9.241, 1.484], [2.930, 7.751, 2.412], [0.505, 10.838, 3.393], [0.412, 10.818, 1.617], [1.953, 11.235, 2.423], [0.783, 7.229, 2.530]], "spin_multiplicity": 1, "homo_energy_ev": -8.70, "charge": 0, "energy_ev": -73760.6821, "smiles": "[H]/N=C(/C)C[C@@]1(c2ccncc2)C(=O)O[C@](CCCCCCCCCCCCCCC)(B(O)N(C)C)[C@@H]1OC#N.CN(C)C=O.CN(C)C=O.CN(C)C=O.CN(C)C=O"}